[1]
The following is a DFT calculation (ωB97M-V/def2-TZVPD) of a structure of composition C21H21Br9O6.

Structure (XYZ):
```
57
Properties=species:S:1:pos:R:3:nbo_charge:R:1
C -0.0031 0.2874 -0.7988 -0.487
Br 0.8776 0.4590 0.9034 0.103
Br 1.2183 -0.4596 -2.0751 0.099
Br -0.6523 2.0411 -1.3285 0.068
H -0.8944 -0.3208 -0.7590 0.234
C 3.3933 1.7960 -4.0099 -0.497
Br 2.9555 2.9142 -5.5230 0.086
Br 2.9529 2.6970 -2.3676 0.085
Br 5.2367 1.2774 -4.0761 0.097
H 2.7830 0.9058 -4.0542 0.228
C -4.2236 1.9679 -2.7581 -0.514
Br -5.1961 1.1256 -1.3369 0.083
Br -5.0240 3.6304 -3.2613 0.094
Br -4.0119 0.8069 -4.2496 0.104
H -3.2511 2.1810 -2.3451 0.228
C -1.1497 3.0453 2.7855 -0.293
C -2.0705 2.1629 2.2240 -0.243
C -3.1846 1.7667 2.9473 0.252
C -3.4948 2.4539 4.1236 -0.248
C -2.6785 3.4769 4.5755 -0.248
C -1.4822 3.7587 3.9241 0.292
O -0.6629 4.6976 4.4823 -0.667
O -3.9978 0.7740 2.4432 -0.694
H -0.2131 3.1476 2.2470 0.217
H -1.8613 1.6095 1.3182 0.216
H -4.3645 2.1449 4.6922 0.217
H -2.9618 4.0088 5.4735 0.229
H 0.1661 4.7617 3.9986 0.480
H -4.9172 1.0507 2.4898 0.482
C 0.2565 -4.0301 -4.7946 -0.240
C 1.2335 -3.0605 -4.8192 -0.240
C 1.9497 -2.8521 -5.9898 0.276
C 1.6159 -3.5436 -7.1308 -0.272
C 0.5706 -4.4469 -7.1249 -0.266
C -0.1067 -4.7126 -5.9417 0.271
O -1.0834 -5.6604 -5.8186 -0.669
O 2.9655 -1.9306 -5.9556 -0.685
H -0.2351 -4.3208 -3.8725 0.226
H 1.5310 -2.5098 -3.9396 0.216
H 2.1387 -3.3194 -8.0545 0.211
H 0.3079 -4.9676 -8.0397 0.210
H -1.2946 -6.0462 -6.6740 0.479
H 3.5655 -2.0504 -6.6973 0.482
C 1.0234 -1.5446 6.1980 -0.246
C 2.3261 -1.1665 6.4930 -0.237
C 2.9848 -0.2160 5.7307 0.262
C 2.3279 0.3713 4.6591 -0.261
C 1.0069 0.0183 4.3699 -0.283
C 0.3490 -0.8755 5.1972 0.284
O -0.9828 -1.1457 5.0493 -0.678
O 4.2443 0.1549 6.1250 -0.675
H 0.5193 -2.3272 6.7453 0.229
H 2.8885 -1.6247 7.2977 0.225
H 2.8084 1.0583 3.9697 0.203
H 0.5194 0.5594 3.5720 0.212
H -1.3530 -0.7703 4.2435 0.485
H 4.6347 0.7907 5.5174 0.479
```

The energy relative to the best compared isomer or geometry (same formula, charge and spin) comes out at 0.0 kJ/mol. The largest force on an atom is 0.025 Eh/bohr. The LUMO energy comes out at -0.3417 eV. Its net charge is 0. The orbital gap comes out at 0.2819 Ha. The calculation puts the electronic energy at -664783.1171 eV.

[2]
The following is a DFT calculation (ωB97M-V/def2-TZVPD) of a cluster of 2 separate species, C11H14N2 in total.

Structure (XYZ):
```
27
Properties=species:S:1:pos:R:3:nbo_charge:R:1
C -0.6578 3.4874 -0.2527 -0.643
C -1.1975 2.6042 0.8315 0.101
C -2.3379 1.8490 0.7889 -0.122
N -2.2165 0.9440 1.8128 -0.524
C -1.0035 1.1401 2.3842 0.161
N -0.3589 2.1184 1.8090 -0.469
H -1.0228 4.5119 -0.2003 0.219
H -0.8313 3.0189 -1.2155 0.221
H 0.4282 3.5702 -0.1827 0.230
H -3.0521 1.7972 -0.0128 0.219
H -2.9712 0.4323 2.2377 0.416
H -0.5640 0.5324 3.1592 0.202
C -0.1938 -3.5617 -0.7595 -0.634
C 0.6832 -2.3512 -0.7544 -0.016
C 1.7785 -2.2092 -1.5899 -0.218
C 2.5286 -1.0265 -1.5790 -0.207
C 2.1727 0.0354 -0.7762 -0.226
C 1.1411 -0.1234 0.1502 -0.200
C 0.3698 -1.2734 0.0766 -0.226
H -1.1715 -3.3903 -0.3070 0.214
H 0.1499 -4.3505 -0.0812 0.220
H -0.3374 -3.9494 -1.7622 0.218
H 2.0493 -3.0120 -2.2666 0.205
H 3.3111 -1.0491 -2.3236 0.210
H 2.6827 0.9777 -0.9446 0.212
H 1.0418 0.6011 0.9382 0.239
H -0.4209 -1.3236 0.8196 0.200
```

The structure (SMILES) is Cc1c[nH]cn1.Cc1ccccc1. The energy relative to the best compared isomer or geometry (same formula, charge and spin) comes out at 52.5 kJ/mol. The largest force on an atom is 0.032 Eh/bohr. The LUMO energy comes out at 0.7984 eV. Its net charge is 0. The orbital gap comes out at 0.3492 Ha. The calculation puts the electronic energy at -14613.8766 eV.

[3]
The following is a DFT calculation (ωB97M-V/def2-TZVPD) of a cluster of 5 separate species, C12H16NO15 in total.

Structure (XYZ):
```
44
Properties=species:S:1:pos:R:3:nbo_charge:R:1
N 0.8349 1.0117 -1.8803 0.720
O 0.4749 1.9477 -2.5733 -0.520
O 0.0579 0.5437 -1.0343 -0.612
O 1.9779 0.5277 -2.0573 -0.560
C 3.5089 -1.2253 -0.2033 -0.086
C 3.0209 -2.1803 -1.1973 -0.070
O 3.8029 -3.3243 -0.7813 -0.482
C 4.4609 -3.0823 0.2947 0.963
O 5.1109 -3.9273 0.9507 -0.641
O 4.4119 -1.8113 0.6377 -0.458
H 2.7009 -0.8803 0.4647 0.181
H 4.0589 -0.5273 -0.6383 0.196
H 3.2759 -2.0873 -2.1503 0.195
H 1.9759 -2.2683 -0.9703 0.192
C -0.2961 -1.9733 1.4927 -0.112
C -0.1031 -0.8043 2.3447 -0.111
O 0.8229 -1.1513 3.3227 -0.469
C 1.4989 -2.2253 2.8717 0.953
O 2.5899 -2.5683 3.3867 -0.584
O 0.9339 -2.7293 1.7597 -0.489
H -0.0781 -1.7413 0.4847 0.226
H -1.1591 -2.5863 1.6837 0.188
H -1.1181 -0.4633 2.8647 0.180
H 0.1099 0.0297 1.6757 0.214
C -0.8771 3.7457 0.6107 -0.112
C -1.5641 2.9887 1.8057 -0.111
O -0.5011 2.6047 2.6837 -0.486
C 0.6219 3.0787 2.1837 0.966
O 1.6639 3.1027 2.7707 -0.586
O 0.4139 3.7327 1.0507 -0.484
H -1.2021 4.7657 0.2237 0.205
H -0.9541 2.9947 -0.3623 0.214
H -2.0981 2.0537 1.6257 0.204
H -2.1121 3.7587 2.3987 0.183
C -3.0041 0.0017 -1.8233 -0.118
C -3.0141 0.2107 -3.3553 -0.122
O -4.2731 -0.1583 -3.7373 -0.479
C -5.0421 -0.1913 -2.6333 0.957
O -6.2711 -0.3693 -2.7203 -0.634
O -4.4331 -0.0333 -1.5433 -0.470
H -2.8301 1.0877 -1.2943 0.219
H -2.3171 -0.8643 -1.3993 0.230
H -2.0771 -0.3563 -3.6493 0.221
H -3.0031 1.3447 -3.5823 0.190
```

The energy relative to the best compared isomer or geometry (same formula, charge and spin) comes out at 0.0 kJ/mol. The largest force on an atom is 0.142 Eh/bohr. The LUMO energy comes out at 2.1837 eV. Its net charge is -1. The orbital gap comes out at 0.3079 Ha. The calculation puts the electronic energy at -44901.6168 eV.

[4]
The following is a DFT calculation (ωB97M-V/def2-TZVPD) of a cluster of 2 separate species, C7H16N4O in total.

Structure (XYZ):
```
28
Properties=species:S:1:pos:R:3:nbo_charge:R:1
N 0.1586 -0.3023 -2.1283 -0.829
C 1.3614 -0.2149 -1.3647 -0.042
C 1.8415 1.1989 -1.0330 -0.409
C 3.2696 0.6394 -1.0144 -0.419
C 2.7583 -0.5278 -1.8985 -0.049
N 3.2915 -1.8556 -1.7073 -0.822
H -0.1403 -1.2669 -2.2413 0.359
H -0.5907 0.1672 -1.6273 0.360
H 1.3256 -0.7178 -0.3755 0.139
H 1.6872 1.9515 -1.8234 0.214
H 1.4345 1.5388 -0.0743 0.201
H 3.5488 0.1752 -0.0412 0.190
H 4.0931 1.2756 -1.3710 0.210
H 2.7961 -0.2258 -2.9564 0.195
H 4.2763 -1.8632 -1.9705 0.357
H 3.2919 -2.0708 -0.7037 0.345
H -4.7282 0.9868 1.3640 0.347
N -4.0875 0.9247 2.1519 -0.645
C -2.9784 0.5060 1.7143 0.348
C -1.9349 0.1875 2.7187 -0.276
C -2.2432 -0.2824 3.9371 -0.309
N -2.7059 0.2325 0.3328 -0.354
O -3.9413 0.1245 -0.3908 -0.573
H -0.8872 0.3362 2.3832 0.209
H -1.4889 -0.6062 4.6337 0.199
H -3.2743 -0.4232 4.2642 0.218
H -2.2921 -0.7015 0.2710 0.359
H -3.8414 0.8136 -1.0495 0.478
```

The structure (SMILES) is N[C@@H]1CC[C@H]1N.[H]/N=C(/C=C)NO. The energy relative to the best compared isomer or geometry (same formula, charge and spin) comes out at 243.1 kJ/mol. The largest force on an atom is 0.021 Eh/bohr. The LUMO energy comes out at 0.6521 eV. Its net charge is 0. The orbital gap comes out at 0.3583 Ha. The calculation puts the electronic energy at -15523.0557 eV.